Record 1
ORCA calculation (ωB97M-V with the def2-TZVPD basis set) on a molecular structure, H35O17 at a distorted geometry.

Orbital gap: 10.4 eV
Highest occupied orbital energy: -13.05 eV
Energy above the lowest of the compared OMol25 structures with the same formula, charge and spin: 176.10 kcal/mol
E: -35364.6876 eV
Charge: +1

Last column: Löwdin charge in e.
CARTESIAN COORDINATES (ANGSTROEM)
O (-0.76792, -0.12675, -2.82412)  -0.109
H (-3.60886, 3.79632, -2.40041)  0.118
H (-1.92370, 3.43299, -2.00305)  0.105
O (-2.88404, 3.08011, -2.18565)  -0.145
H (2.79763, -2.13104, -2.87850)  -0.107
H (2.76557, -2.11726, -0.15407)  0.119
O (-0.49650, -2.45999, -0.23349)  -0.055
H (0.61152, -2.25527, -0.41805)  0.139
H (-0.31961, -3.08879, 0.61228)  0.138
O (1.12572, -3.84298, 1.41643)  -0.012
H (1.93229, -3.29684, 1.50933)  0.031
H (-0.18040, -2.12931, -3.38106)  -0.026
O (4.07134, 2.26769, 1.52749)  -0.003
H (0.94659, 2.88206, 1.22966)  0.101
O (-2.59002, 4.05772, 1.20426)  -0.088
H (-1.68238, 4.18918, 0.93477)  -0.013
H (-4.71327, -0.24842, 1.46238)  0.189
O (3.82626, -3.13642, 0.99721)  -0.058
H (-3.83599, 0.19970, -0.67016)  0.032
H (2.62081, 0.56431, 1.75716)  0.047
O (-0.40868, -3.05539, -3.34985)  -0.102
H (-1.40051, -0.67407, -2.42075)  -0.051
H (-3.46078, 2.12973, 3.16725)  0.050
O (3.29219, -2.44908, -2.30371)  0.024
H (1.85148, -1.40097, 1.02795)  -0.019
H (4.27344, -2.74750, -2.46710)  0.144
O (-4.81945, -0.32356, 0.37470)  -0.064
H (3.85677, -4.04316, 0.57992)  0.111
H (-5.75290, -0.33177, 0.20415)  0.057
O (0.19699, 3.60169, 1.52108)  -0.174
H (-1.66800, 0.10338, 0.97697)  0.004
H (4.55986, 2.93719, 1.17167)  -0.004
O (2.24308, -0.11560, 2.36884)  -0.044
H (-0.68369, -1.42970, 0.31776)  0.061
H (2.83131, -0.59579, 2.95388)  0.058
O (-1.15330, -0.26281, 0.36806)  0.041
H (-1.46531, 0.28874, -3.60495)  0.193
H (-1.64845, -0.16530, -0.60663)  0.112
O (-2.47907, 2.15773, 3.22980)  -0.059
H (4.19475, -3.22078, 1.88740)  0.084
H (-3.06506, 3.61796, 0.41659)  0.064
O (2.03168, 1.78736, -0.91771)  0.086
H (3.31739, 2.21795, 0.92944)  -0.004
H (1.78620, 2.66686, -0.87346)  0.015
O (1.87507, -1.57121, 0.11068)  -0.098
H (-2.32791, 3.06818, 3.17179)  -0.028
H (1.32323, -4.63163, 1.02677)  0.017
O (-3.00680, 0.25410, -1.28774)  -0.121
H (-2.84740, 1.22404, -1.04274)  0.070
H (-1.39590, -3.22614, -3.62531)  0.107
H (0.39274, 4.25546, 2.34100)  0.138
H (1.46617, 1.25880, -1.26196)  -0.069

Record 2
ORCA calculation (ωB97M-V with the def2-TZVPD basis set) on 18 unconnected molecules or ions with the total composition H35O18 at a distorted geometry.

Orbital gap: 8.8 eV
Highest occupied orbital energy: -6.60 eV
Energy above the lowest of the compared OMol25 structures with the same formula, charge and spin: 48.19 kcal/mol
E: -37423.8067 eV
Charge: -1

Last column: Löwdin charge in e.
CARTESIAN COORDINATES (ANGSTROEM)
O (2.25941, -0.23315, -1.86782)  -0.155
H (3.47035, -2.90193, -1.94347)  0.037
H (-6.23893, -1.71333, 0.95565)  0.040
O (0.84120, 1.86781, -1.79944)  -0.092
H (0.82773, 0.89813, -1.63461)  -0.012
O (1.61450, 0.56817, 4.82916)  -0.065
H (1.42156, 0.44272, 5.75697)  0.031
H (2.04347, 1.38451, 4.55662)  0.029
O (0.95343, -3.99201, -2.26684)  -0.078
H (-3.13517, -1.68949, 4.18450)  0.032
H (0.30522, -3.27575, -2.14496)  -0.019
O (-2.44795, -0.49444, -0.41815)  -0.071
H (-2.15623, 0.22589, 0.15946)  0.019
H (2.68366, -0.72743, -1.18097)  -0.034
O (-0.96369, 0.39805, -4.11053)  -0.045
H (-0.90639, -0.34178, -3.51575)  -0.030
H (-0.13508, 0.33971, -4.60065)  0.027
O (4.20218, -2.27436, -1.86579)  -0.052
H (4.50693, 0.47678, -0.96258)  0.060
H (3.86440, -1.62997, -1.24583)  -0.039
O (-0.03289, -1.30831, -1.65482)  -0.389
H (2.45375, 3.39582, 1.50949)  0.039
H (4.59064, -0.61699, -0.08010)  0.037
O (-5.13416, 0.17978, -0.15951)  -0.110
H (-4.24136, -0.27663, -0.16136)  0.005
H (-4.90292, 0.89267, 0.46789)  0.021
O (0.25138, 5.07709, 1.95862)  -0.057
H (0.10356, 4.26946, 2.45877)  0.038
H (-0.48935, 5.22362, 1.36208)  0.042
O (4.17743, 0.26876, -0.07084)  -0.056
H (4.14817, 0.08871, 4.16320)  0.028
H (-0.23183, -1.41632, -2.65999)  -0.008
O (3.95791, 0.65041, 3.40938)  -0.067
H (3.19046, 0.30143, 2.93966)  0.033
H (0.88996, -4.57614, -1.50892)  0.025
O (2.30175, 1.27582, -5.10721)  -0.065
H (-0.07303, 2.06913, -1.56346)  0.021
H (1.76467, 1.40513, -4.31535)  0.009
O (-5.40982, -2.04041, 1.32684)  -0.068
H (-1.71940, -0.62447, -1.06461)  0.009
H (-5.03246, -2.48318, 0.55349)  0.041
O (-3.79465, -1.11111, 3.79214)  -0.064
H (1.28066, -0.62520, -1.91877)  -0.011
H (-3.83628, -1.34574, 2.85594)  0.003
O (2.87001, 3.75456, 2.31330)  -0.082
H (3.15109, 1.71732, -5.01700)  0.032
H (2.56835, 4.65664, 2.08806)  0.023
O (-2.98947, 2.08386, 1.86007)  -0.051
H (-2.40559, 1.63069, 1.24902)  0.007
H (-3.51030, 1.44590, 2.38834)  0.047
O (-2.50098, -4.12807, -0.70519)  -0.072
H (-2.21473, -3.44737, -0.07310)  0.032
H (-2.19114, -3.71497, -1.52103)  0.025

Record 3
ORCA calculation (ωB97M-V with the def2-TZVPD basis set) on 18 unconnected molecules or ions with the total composition H35O18 at a distorted geometry.

Orbital gap: 8.4 eV
Highest occupied orbital energy: -6.78 eV
Energy above the lowest of the compared OMol25 structures with the same formula, charge and spin: 53.32 kcal/mol
E: -37423.5842 eV
Charge: -1

Last column: Löwdin charge in e.
CARTESIAN COORDINATES (ANGSTROEM)
O (1.97386, 2.11618, -0.33125)  -0.093
H (-0.29025, -2.29401, -2.09148)  0.003
H (-0.25850, -2.04133, -4.46610)  0.017
O (1.05025, 2.92357, 1.86979)  -0.364
H (-0.02930, -5.37245, -1.91978)  0.119
O (-2.52628, 3.44787, 3.52454)  -0.055
H (1.25706, 1.08674, -2.31558)  0.007
H (-1.98397, 3.43268, 2.71483)  0.055
O (-5.32302, -2.23831, 2.45060)  -0.143
H (2.24182, -4.74505, -0.36140)  0.002
H (-4.51427, -2.01968, 1.92981)  0.011
O (-3.46921, 1.16595, 4.82738)  -0.116
H (-3.62062, 2.11008, 4.50590)  0.035
H (2.74218, 2.50849, -0.68462)  0.017
O (2.08183, 5.29136, 2.26105)  -0.123
H (-0.49085, -3.70243, -1.70852)  -0.011
H (1.74412, 4.37364, 2.31643)  -0.049
O (-0.34579, -2.85082, -1.34584)  -0.015
H (-1.42726, -1.35947, -0.66362)  0.038
H (-2.74355, 4.38332, 3.55929)  0.047
O (-2.42802, -1.35802, 2.81149)  -0.076
H (0.03646, 3.51850, -4.62376)  0.006
H (-1.22625, -0.01115, -0.11762)  0.003
O (2.67405, -2.06616, 0.37869)  -0.140
H (2.45407, -1.17865, 0.85377)  0.109
H (-1.63519, -0.98315, 3.17954)  0.009
O (0.09675, 3.33413, -2.10018)  -0.085
H (0.24233, 2.50904, -2.56575)  -0.005
H (-0.11695, 1.78760, 1.77612)  0.035
O (-1.64687, -0.41704, -0.89598)  -0.065
H (-0.93828, 0.59594, 1.15253)  -0.036
H (-2.89343, -0.48243, 2.72072)  0.048
O (1.09161, 0.23768, -2.78410)  -0.061
H (0.37570, -0.01514, -2.19144)  0.001
H (-4.89887, -1.77576, 3.30885)  0.096
O (-0.64205, 0.88157, 2.01620)  -0.131
H (1.33067, 2.48072, 2.67291)  -0.013
H (1.56832, 5.50084, 1.47897)  0.003
O (-0.54454, -1.59823, -5.29617)  -0.101
H (-2.61152, 1.00115, 4.37352)  0.016
H (1.58919, 2.54058, 0.48280)  -0.040
O (2.98160, -4.73890, 0.26216)  -0.107
H (0.52428, 3.21948, -1.21081)  0.038
H (2.84488, -3.85383, 0.75962)  0.062
O (4.41383, -2.97997, -1.19573)  -0.080
H (-0.93944, -0.84719, -4.72893)  0.076
H (4.56397, -3.33137, -0.27332)  0.063
O (0.82989, -4.90074, -2.24645)  -0.076
H (3.27520, -1.72473, -0.36436)  0.068
H (1.57651, -5.39149, -1.89086)  0.031
O (-0.90894, 3.59596, -4.61240)  -0.096
H (-1.18638, 4.05752, -3.75848)  0.061
H (4.07916, -3.82312, -1.44297)  0.006

Record 4
ORCA calculation (ωB97M-V with the def2-TZVPD basis set) on 18 unconnected molecules or ions with the total composition H36O18 at a distorted geometry.

Orbital gap (alpha / beta): 2.1 / 9.9 eV
Highest occupied orbital energy (alpha / beta): -0.21 / -8.16 eV
Energy above the lowest of the compared OMol25 structures with the same formula, charge and spin: 25.22 kcal/mol
E: -37438.7067 eV
Multiplicity: 2
Charge: -1

Last column: Löwdin charge in e.
CARTESIAN COORDINATES (ANGSTROEM)
O (1.40374, 0.27092, -1.29669)  -0.097
H (1.61074, 1.07438, -0.80326)  0.044
H (1.06389, 0.62754, -2.12744)  0.011
O (-0.64881, -1.33718, 5.34718)  -0.083
H (-1.24113, -1.98586, 5.70940)  0.025
H (-0.87865, -0.60503, 4.76844)  0.000
O (-4.75412, -0.49959, -0.02746)  -0.052
H (-4.14850, -0.76444, -0.71080)  0.013
H (-4.44310, -0.67278, 0.83608)  0.002
O (-2.61302, -4.65819, 0.74385)  -0.078
H (-2.88904, -4.46403, 1.63460)  0.016
H (-1.74200, -4.35490, 0.49947)  -0.004
O (0.00524, 3.23597, -1.28685)  -0.066
H (-0.49783, 3.49929, -2.04750)  0.021
H (-0.44056, 2.39970, -1.12358)  0.021
O (2.59596, 2.53938, -2.36222)  -0.074
H (3.01504, 2.00054, -3.03903)  0.033
H (3.33102, 3.03067, -1.97867)  0.032
O (1.80224, -3.13792, 1.30574)  -0.065
H (1.26104, -3.91006, 1.09627)  0.048
H (2.07452, -2.86568, 0.41733)  0.002
O (0.69689, 1.22950, 3.35571)  -0.054
H (1.27303, 1.92990, 3.02981)  0.039
H (1.26808, 0.71671, 3.94151)  0.058
O (-0.14013, -0.44494, -3.43406)  -0.186
H (-0.62092, -0.10244, -4.20103)  -0.006
H (-0.73764, -0.96653, -2.87765)  0.002
O (2.32586, -2.27342, -1.41856)  -0.080
H (3.25231, -2.20898, -1.17208)  0.044
H (2.18136, -1.50532, -1.98342)  -0.013
O (-0.75756, -0.77565, -0.37244)  -0.099
H (-0.80810, -1.72652, -0.53895)  0.020
H (0.16921, -0.59862, -0.60914)  -0.028
O (-0.90455, -2.74884, 1.78151)  -0.084
H (-1.19009, -1.87760, 1.46997)  0.021
H (0.05753, -2.63855, 1.77780)  -0.003
O (2.86222, -0.90450, -4.15414)  -0.090
H (1.94297, -1.20976, -4.14571)  0.000
H (3.39960, -1.55377, -4.60625)  0.025
O (-0.69826, -3.91896, -3.23852)  -0.123
H (-0.78531, -3.41114, -4.05778)  0.003
H (-1.21751, -4.69924, -3.44828)  0.017
O (-1.05229, 1.10286, 5.54608)  -0.086
H (-0.64505, 1.40982, 4.71298)  0.009
H (-0.41964, 1.53797, 6.13096)  0.050
O (-3.84627, 2.19348, -2.66235)  -0.105
H (-3.95068, 2.82615, -3.37535)  0.014
H (-3.57118, 1.34712, -3.00642)  -0.009
O (3.51749, 4.35906, 2.13469)  -0.066
H (2.62498, 4.70409, 2.15948)  0.007
H (3.54914, 3.67995, 1.45441)  0.022
O (-0.13804, 5.90353, 0.63343)  -0.069
H (-0.43967, 4.99056, 0.71277)  0.017
H (0.66728, 5.84690, 1.15825)  0.006